Record 1
Density functional theory data (ωB97M-V/def2-TZVPD) for C47H42BCsGeN6O4 as an isolated structure.

XYZ file:
```
102
Properties=species:S:1:pos:R:3:lowdin_charge:R:1
C -1.930 -0.001 3.623 -0.16
H -7.165 0.981 1.116 0.12
H 4.620 -1.046 -4.132 0.10
C -8.219 1.959 -0.466 0.00
H -4.749 -3.751 2.652 0.10
C -2.766 -6.359 1.804 -0.10
C -3.855 -4.301 2.388 -0.08
N -1.835 0.658 2.494 0.00
C 3.191 -0.687 -2.545 -0.19
C 3.717 -6.077 0.215 -0.11
C 3.404 -1.972 -0.675 -0.11
H -4.970 0.986 4.728 0.10
C -4.090 0.887 4.107 -0.01
C 2.825 -4.645 1.929 -0.11
C 1.146 2.567 -4.307 -0.01
C -3.917 -5.667 2.147 -0.10
H 4.519 -6.697 -0.167 0.10
H -5.667 3.888 0.965 0.11
H 7.124 -3.075 -4.711 0.09
C 2.958 1.027 -4.390 0.04
C 1.086 -1.381 6.093 -0.08
C 4.502 -2.642 -1.182 -0.01
N -7.342 2.870 3.039 0.04
C 1.603 -1.620 3.762 -0.14
H 3.866 0.676 -4.857 0.11
C -7.676 1.880 0.798 -0.03
C 2.550 -5.917 -0.519 -0.09
C -8.855 3.126 -0.888 -0.29
H -1.092 -0.634 3.898 0.08
H 7.008 -2.836 -2.417 0.13
H -10.868 4.507 -2.019 0.09
H -4.862 -6.190 2.225 0.10
H -2.614 -2.565 2.475 0.09
C -9.989 4.267 -2.626 -0.10
C 2.285 2.108 -4.947 -0.20
C -3.754 3.094 0.531 -0.02
H 0.627 -4.994 -0.621 0.10
H -2.809 -7.425 1.616 0.10
C -5.098 2.452 2.448 -0.25
H -8.534 4.931 1.954 0.11
O 4.196 3.058 -6.129 -0.06
C 3.855 -5.437 1.437 -0.10
H 2.441 -6.404 -1.481 0.10
H -3.056 -0.459 5.407 0.10
C -0.112 -2.981 4.753 -0.13
H 4.905 2.267 4.200 -0.02
H 2.184 -1.280 2.913 0.06
C 4.284 -1.317 -3.144 0.04
C 3.263 1.678 2.751 -0.30
C -2.682 2.232 0.868 -0.42
C -8.965 4.207 -0.025 -0.03
C -8.432 4.108 1.258 -0.04
C 1.829 -1.002 4.985 -0.06
H 3.075 2.993 4.603 -0.02
H 1.249 -0.892 7.045 0.10
H -3.636 3.700 -0.358 0.10
N -6.170 2.581 3.350 0.04
N 2.807 0.880 2.047 -0.16
H -0.890 -3.731 4.668 0.10
C -7.764 2.968 1.665 -0.31
C -4.027 1.615 2.896 -0.10
H -0.661 -6.247 1.447 0.09
H 4.983 -3.409 -0.587 0.11
C -1.473 -4.319 1.953 -0.33
C -3.043 0.094 4.477 -0.06
C 2.471 0.443 -3.223 -0.19
H -0.158 2.255 -2.619 0.11
C 1.643 -4.482 1.207 -0.35
H 2.946 -4.147 2.885 0.10
C -2.643 -3.633 2.287 -0.11
N 1.367 0.890 -2.621 0.09
O 6.350 -2.619 -4.374 -0.06
H 3.038 -2.204 0.319 0.09
H 2.564 -0.209 5.051 0.11
O -1.639 2.115 0.173 -0.34
B 3.894 2.761 3.736 -0.46
H 0.593 3.417 -4.687 0.11
H -9.310 5.125 -2.624 0.09
Ge 0.213 -3.350 1.889 1.11
O -9.347 3.102 -2.165 -0.09
C 4.947 -2.318 -2.456 -0.18
Cs 0.458 0.667 0.694 1.10
H 4.143 3.762 3.095 -0.02
C 2.807 2.769 -6.197 -0.22
H 2.225 3.674 -6.404 0.12
C 0.629 -2.605 3.629 -0.35
H -0.457 -2.670 6.846 0.10
C -4.908 3.187 1.286 -0.04
H 4.357 3.564 -5.326 0.09
C -1.553 -5.690 1.707 -0.11
C 0.728 1.921 -3.151 -0.11
C 6.129 -3.041 -3.038 -0.21
H 2.693 2.102 -7.053 0.13
H -9.466 5.118 -0.320 0.10
H -8.156 1.124 -1.150 0.12
C -2.854 1.474 2.122 -0.15
C 0.123 -2.376 5.980 -0.10
H -10.304 4.059 -3.646 0.09
C 1.526 -5.122 -0.028 -0.13
H 5.936 -4.120 -3.000 0.13
N 2.744 -1.031 -1.339 0.11
H 4.765 -5.553 2.014 0.10
```

Summary:
energy: -124291.151 eV
⟨S²⟩: 0.755
largest force on an atom: 1.222 eV/A
Kohn-Sham gap (spin up / spin down): 6.0 / 5.1 eV
total charge: -1
multiplicity: 2
LUMO (spin up / spin down): 1.73 / 0.80 eV
energy relative to the best compared isomer or geometry (same formula, charge and spin): 37.1 kcal/mol

***

Record 2
Density functional theory data (ωB97M-V/def2-TZVPD) for a single C3H10N2O2 molecule.

XYZ file:
```
17
Properties=species:S:1:pos:R:3:lowdin_charge:R:1
O 2.222 0.606 0.597 -0.07
H -2.591 0.471 0.726 0.08
O -0.994 -0.512 1.376 -0.19
H -0.285 -2.356 -0.169 0.09
H 0.472 1.254 1.477 0.15
C 0.215 1.447 -0.689 -0.04
C 0.680 0.711 0.556 -0.37
H 0.733 2.401 -0.748 0.08
H -0.855 1.635 -0.635 0.07
C 0.393 -1.534 -0.432 -0.09
N -2.076 -0.366 0.460 0.01
H -2.687 -1.169 0.590 0.08
H 0.442 0.904 -1.604 0.07
H 2.533 0.217 -0.230 0.06
H 1.400 -1.891 -0.635 0.09
H -0.027 -1.142 -1.364 0.07
N 0.423 -0.676 0.724 -0.09
```

Summary:
energy: -10344.081 eV
largest force on an atom: 4.481 eV/A
Kohn-Sham gap: 10.4 eV
LUMO: 0.90 eV
SMILES string: C[C@H](O)N(C)ON
energy relative to the best compared isomer or geometry (same formula, charge and spin): 124.7 kcal/mol

***

Record 3
Density functional theory data (ωB97M-V/def2-TZVPD) for C4H5NO2 as an isolated structure.

XYZ file:
```
12
Properties=species:S:1:pos:R:3:lowdin_charge:R:1
C -0.681 -0.990 0.233 -0.17
H 0.659 2.154 0.480 0.09
H -1.147 -1.430 1.104 0.16
H -1.927 0.750 -0.228 0.12
C -1.159 0.101 -0.641 0.01
O 2.283 -0.695 -0.907 0.16
O 0.278 -1.783 -0.508 0.07
H -1.184 -0.058 -1.716 0.12
C 1.148 -0.705 -0.546 -0.40
H 1.156 1.099 1.637 0.09
N 0.405 1.315 0.990 0.11
C 0.168 0.244 0.101 -0.36
```

Summary:
energy: -9812.476 eV
largest force on an atom: 0.650 eV/A
Kohn-Sham gap: 10.7 eV
LUMO: 0.90 eV
energy relative to the best compared isomer or geometry (same formula, charge and spin): 42.4 kcal/mol

***

Record 4
Density functional theory data (ωB97M-V/def2-TZVPD) for a single C8H8NP molecule.

XYZ file:
```
18
Properties=species:S:1:pos:R:3:lowdin_charge:R:1
C 0.602 0.297 -0.187 -0.29
C 0.752 -0.144 2.325 -0.33
C 1.049 0.616 1.222 -0.13
H 1.674 1.969 -1.199 0.10
H 1.192 0.137 3.213 0.01
C -0.275 -0.759 -0.477 -0.04
H -0.655 -0.354 -3.864 0.13
C -0.628 -1.089 -1.778 -0.13
H 1.687 1.552 1.383 0.12
C 0.964 1.153 -1.237 -0.06
C 0.584 0.863 -2.550 -0.11
H -1.347 -1.695 -2.101 0.04
N -1.687 -0.897 2.844 -0.28
H 0.852 1.520 -3.308 0.07
P -0.404 -1.632 2.135 0.92
H -2.554 -1.284 2.949 -0.02
C -0.203 -0.248 -2.795 -0.11
H -1.602 -0.005 3.424 0.09
```

Summary:
energy: -19201.019 eV
largest force on an atom: 4.241 eV/A
Kohn-Sham gap (spin up / spin down): 7.7 / 7.7 eV
LUMO (spin up / spin down): 0.14 / 0.14 eV
energy relative to the best compared isomer or geometry (same formula, charge and spin): 0.0 kcal/mol

***

Record 5
Density functional theory data (ωB97M-V/def2-TZVPD) for C41H43N11Sn as an isolated structure.

XYZ file:
```
96
Properties=species:S:1:pos:R:3:lowdin_charge:R:1
H -14.361 4.446 16.064 0.11
H -5.877 -3.459 17.754 0.08
C -5.775 -0.431 15.372 -0.05
H -13.160 -1.473 21.667 0.09
C -10.024 1.934 21.777 -0.07
C -8.654 -2.532 19.451 -0.13
N -10.551 3.611 16.085 0.11
C -6.873 3.633 18.235 -0.05
C -9.519 0.888 21.041 -0.01
C -7.798 -1.049 13.089 -0.02
C -6.998 -2.057 16.646 -0.05
H -16.438 0.237 21.206 0.08
C -14.270 0.255 20.860 -0.62
C -6.196 -4.819 21.113 -0.05
H -3.689 -2.675 17.000 0.10
H -12.845 5.194 17.952 0.10
H -14.091 2.116 21.892 0.08
N -7.845 2.692 18.310 -0.07
H -10.419 4.568 17.855 0.08
C -15.713 0.572 20.448 -0.06
N -9.926 1.605 14.513 -0.01
N -8.218 -0.363 15.385 -0.09
H -7.104 2.399 15.251 0.11
C -12.479 4.616 17.119 -0.08
H -14.184 -1.777 20.197 0.05
C -4.601 -2.163 16.626 -0.08
C -8.765 2.378 19.326 -0.20
C -10.946 -3.423 19.245 -0.06
C -13.966 1.060 22.143 -0.06
H -8.406 -4.692 19.649 0.13
C -13.311 4.155 16.115 -0.08
H -6.581 -0.192 20.584 0.13
H -9.242 4.429 19.640 0.11
H -5.131 -4.602 21.031 0.08
H -12.383 0.852 20.223 0.08
C -11.899 -3.451 18.243 -0.08
H -5.555 4.247 16.545 0.10
H -14.891 -1.541 21.824 0.08
C -8.058 -3.700 19.956 0.01
H -15.804 1.689 20.335 0.10
H -5.719 0.459 14.733 0.11
N -8.009 2.094 17.103 -0.04
H -7.108 -1.713 13.426 0.08
N -9.879 -2.799 18.735 -0.09
H -10.356 1.746 22.791 0.11
H -7.630 -1.483 11.008 0.10
H -13.979 0.349 17.992 0.06
C -10.568 4.406 22.084 -0.04
H -3.659 -0.514 15.483 0.10
H -9.252 0.125 10.245 0.09
H -6.591 4.271 19.080 0.13
C -8.902 1.055 19.772 -0.31
H -13.296 2.948 14.287 0.09
C -9.405 0.713 13.553 -0.20
H -11.522 4.157 22.535 0.07
C -6.485 -2.280 20.996 -0.05
C -9.684 0.854 12.159 -0.04
N -10.083 -2.388 17.476 0.02
C -11.311 -2.817 17.192 -0.18
C -4.586 -1.009 15.790 -0.09
N -13.234 0.103 18.611 0.01
H -5.598 -2.166 21.679 0.13
H -10.363 1.642 11.842 0.10
H -9.927 4.690 22.925 0.08
C -9.353 3.410 20.031 0.00
H -7.929 -2.470 16.928 0.06
C -9.064 0.029 11.303 -0.11
N -10.825 2.386 14.106 0.06
C -8.468 -0.247 14.045 -0.24
C -7.073 2.591 16.310 -0.12
C -11.146 4.293 17.092 -0.13
C -7.069 -1.158 20.454 -0.02
H -14.708 0.786 22.897 0.08
H -10.646 5.280 21.479 0.06
C -5.838 -2.657 17.072 -0.08
C -11.376 3.153 15.118 -0.34
H -15.940 0.074 19.530 0.06
H -6.462 -5.621 20.414 0.08
H -11.019 -3.674 20.272 0.12
C -8.105 -0.906 11.784 -0.07
C -6.922 -3.560 20.703 -0.31
H -9.536 -0.082 21.488 0.11
Sn -9.648 0.405 17.005 1.28
H -6.365 -5.170 22.139 0.08
C -9.983 3.234 21.289 -0.25
H -13.236 -0.887 18.754 0.03
H -12.969 0.877 22.584 0.07
C -6.296 3.589 16.979 -0.02
C -12.788 3.393 15.098 0.00
C -8.156 -1.231 19.569 -0.24
H -12.909 -3.835 18.335 0.10
N -13.320 0.794 19.845 -0.08
H -11.740 -2.646 16.225 0.11
N -8.600 -0.029 18.977 -0.09
C -7.020 -1.007 15.741 -0.31
C -14.112 -1.256 21.124 -0.05
```

Summary:
energy: -65434.814 eV
largest force on an atom: 2.797 eV/A
Kohn-Sham gap: 6.7 eV
LUMO: -0.16 eV
energy relative to the best compared isomer or geometry (same formula, charge and spin): 6.9 kcal/mol

***

Record 6
Density functional theory data (ωB97M-V/def2-TZVPD) for a single C7H7FN2O5 molecule.

XYZ file:
```
22
Properties=species:S:1:pos:R:3:lowdin_charge:R:1
O 0.441 0.014 2.240 -0.06
N 0.029 -1.647 0.743 -0.36
C 1.282 -0.470 -1.756 0.03
H 2.329 -0.840 -1.468 0.19
H 0.710 2.047 2.483 0.14
O -0.978 -2.245 1.008 0.14
N 1.173 0.775 -1.938 -0.31
H -2.152 -1.323 -1.496 0.13
C 0.057 -1.302 -1.820 -0.28
H -0.967 1.284 2.835 0.08
O 1.149 -2.034 0.549 0.13
C -0.625 0.725 0.259 0.04
O 1.986 1.657 -1.918 0.07
C -1.077 0.659 -1.212 -0.25
O -0.107 1.278 -2.025 0.03
C 0.080 1.203 2.959 -0.02
H -2.065 1.287 -1.202 0.19
C -0.043 -0.193 0.986 -0.22
F 0.242 -2.597 -2.048 0.10
H -0.542 1.686 0.499 0.08
C -1.202 -0.818 -1.624 0.07
H 0.280 0.854 3.946 0.09
```

Summary:
energy: -23297.787 eV
largest force on an atom: 4.203 eV/A
Kohn-Sham gap: 8.8 eV
LUMO: -0.17 eV
SMILES string: CO/C(=C/[C@@H]1C=C(F)C=[N+]([O-])O1)[N+](=O)[O-]
energy relative to the best compared isomer or geometry (same formula, charge and spin): 22.6 kcal/mol